Record 1
C18H21Ge2IrN3O8P2 | the ωB97M-V functional and the def2-TZVPD basis

ΔE to the lowest compared entry with this formula, charge and spin: 45.1 kJ/mol
LUMO (spin up / spin down): -2.680 / -2.423 eV
E_HOMO (spin up / spin down): -9.30 / -9.02 eV
expectation value of S²: 0.82

ORCA input file:
```
! wB97M-V def2-TZVPD RIJCOSX def2/J DEFGRID3
* xyz 0 2
Ir -1.68 -1.17 0.06
O -3.97 -1.22 1.41
P -3.43 -2.75 1.66
O -4.50 -3.64 2.09
O -2.61 -3.00 0.38
O -2.34 -2.42 2.81
P -0.77 -2.73 2.63
O -0.19 -2.21 4.02
O -0.43 -4.12 2.39
O -0.34 -1.68 1.55
H -4.92 -1.16 1.57
H -0.55 -1.35 4.28
C 0.26 -2.69 -2.15
Ge 1.36 -1.94 -0.72
C 1.83 -3.30 0.55
C 2.97 -1.03 -1.38
Ge 0.14 0.55 -0.19
C 0.32 1.66 -1.80
C -0.06 3.00 -1.80
C 0.10 3.78 -2.93
C 0.66 3.24 -4.08
C 1.04 1.91 -4.10
C 0.87 1.12 -2.96
C 1.23 1.23 1.28
C 2.37 0.56 1.70
C 3.15 1.04 2.73
C 2.80 2.22 3.38
C 1.66 2.90 2.98
C 0.88 2.41 1.94
H 0.83 -3.48 -2.65
H -0.02 -1.94 -2.89
H -0.63 -3.13 -1.73
H 2.53 -3.94 0.01
H 0.96 -3.87 0.87
H 2.33 -2.90 1.43
H 3.14 -1.41 -2.39
H 3.80 -1.34 -0.74
H 2.93 0.05 -1.41
H -0.49 3.45 -0.92
H -0.20 4.82 -2.92
H 0.79 3.85 -4.97
H 1.46 1.47 -4.99
H 1.15 0.08 -3.01
H 2.67 -0.37 1.23
H 4.03 0.50 3.05
H 3.40 2.60 4.19
H 1.37 3.82 3.48
H -0.01 2.96 1.65
O -2.84 -0.46 -1.47
N -3.88 0.29 -1.44
C -3.88 1.39 -0.71
C -2.72 1.67 0.04
N -1.66 1.44 0.47
C -5.02 2.25 -0.73
N -5.91 2.97 -0.73
*
```



Record 2
C43H42N3OP2V | the ωB97M-V functional and the def2-TZVPD basis

LUMO (spin up / spin down): -5.815 / -5.735 eV
E_HOMO (spin up / spin down): -12.98 / -12.98 eV
expectation value of S²: 2.02

ORCA input file:
```
! wB97M-V def2-TZVPD RIJCOSX def2/J DEFGRID3
* xyz 2 3
V 0.45 0.21 0.23
C 0.47 -0.42 3.37
P -0.04 -1.48 1.95
C -1.35 -2.51 2.68
C -0.97 -3.44 3.65
C -1.95 -4.17 4.31
C -3.29 -3.97 4.01
C -3.66 -3.04 3.05
C -2.69 -2.31 2.38
C 1.33 -2.61 1.59
C 2.65 -2.16 1.71
C 3.70 -2.96 1.29
C 3.45 -4.21 0.74
C 2.14 -4.66 0.61
C 1.09 -3.87 1.03
C -0.01 0.95 3.01
C -0.39 2.01 3.77
C -0.84 3.04 2.89
C -0.73 2.56 1.62
C -1.14 3.13 0.30
P -0.99 1.74 -0.90
C -2.64 0.98 -0.88
C -3.33 0.86 0.33
C -4.58 0.28 0.37
C -5.16 -0.20 -0.80
C -4.47 -0.12 -2.00
C -3.21 0.47 -2.04
C -0.85 2.54 -2.52
C 0.29 2.42 -3.31
C 0.39 3.10 -4.51
C -0.65 3.92 -4.93
C -1.79 4.04 -4.15
C -1.90 3.36 -2.95
N -0.19 1.27 1.66
H 1.55 -0.47 3.50
H 0.00 -0.77 4.29
H 0.07 -3.60 3.89
H -1.67 -4.89 5.07
H -4.05 -4.53 4.53
H -4.71 -2.88 2.82
H -2.98 -1.58 1.63
H 2.86 -1.18 2.14
H 4.72 -2.62 1.41
H 4.27 -4.84 0.42
H 1.95 -5.64 0.19
H 0.07 -4.23 0.95
H -0.36 2.07 4.85
H -1.23 4.00 3.18
H -0.50 3.96 -0.03
H -2.16 3.50 0.33
H -2.88 1.23 1.25
H -5.12 0.23 1.30
H -6.15 -0.64 -0.78
H -4.91 -0.51 -2.91
H -2.68 0.53 -2.99
H 1.11 1.78 -2.99
H 1.28 3.00 -5.12
H -0.58 4.45 -5.87
H -2.61 4.68 -4.48
H -2.79 3.47 -2.34
O 2.65 1.27 2.08
C 3.79 2.07 1.72
C 3.38 3.31 0.94
C 2.36 3.00 -0.18
C 2.78 1.79 -0.95
C 3.88 1.84 -1.79
C 4.36 0.70 -2.39
C 3.73 -0.51 -2.11
C 2.63 -0.50 -1.29
N 2.12 0.63 -0.75
H 2.15 1.74 2.76
H 4.42 1.42 1.11
H 4.36 2.35 2.61
H 4.27 3.78 0.53
H 2.92 4.03 1.62
H 2.27 3.86 -0.84
H 1.39 2.82 0.29
H 4.36 2.80 -1.96
H 5.21 0.73 -3.06
H 4.10 -1.45 -2.51
H 2.13 -1.43 -1.05
C -1.36 -2.93 -3.22
C -0.50 -1.90 -3.57
C -0.07 -1.02 -2.60
N -0.43 -1.12 -1.31
C -1.30 -2.09 -0.99
C -1.78 -3.00 -1.90
H -1.71 -3.64 -3.96
H -0.17 -1.77 -4.60
H 0.57 -0.19 -2.87
H -1.66 -2.11 0.03
H -2.48 -3.76 -1.58
*
```



Calculated values (Eh) of DFT total energy for the records, taken in order: -6405.65016 -3529.58110.